{
  "formula": "C36H49BrIIrN2OP2",
  "method": "the ωB97M-V functional and the def2-TZVPD basis",
  "elements": ["Ir", "C", "P", "C", "N", "C", "C", "C", "C", "C", "C", "N", "C", "P", "C", "C", "C", "C", "C", "C", "C", "C", "C", "H", "H", "H", "H", "H", "H", "H", "H", "H", "H", "H", "H", "H", "H", "H", "H", "H", "H", "H", "H", "H", "H", "H", "H", "H", "H", "H", "H", "Br", "C", "C", "C", "C", "C", "C", "I", "H", "H", "H", "H", "C", "C", "C", "C", "C", "C", "C", "C", "C", "C", "C", "C", "O", "H", "H", "H", "H", "H", "H", "H", "H", "H", "H", "H", "H", "H", "H", "H", "H", "H"],
  "coordinates": [[-0.081, 0.352, 0.367], [3.432, 0.711, -0.286], [2.118, -0.492, 0.019], [2.548, -1.190, 1.666], [3.734, -1.745, 1.764], [4.044, -2.365, 2.927], [5.313, -2.977, 3.076], [5.600, -3.637, 4.231], [4.647, -3.720, 5.285], [3.424, -3.134, 5.172], [3.100, -2.435, 3.984], [1.901, -1.814, 3.881], [1.641, -1.178, 2.761], [0.090, -0.206, 2.724], [-1.123, -1.274, 3.533], [0.358, 1.269, 3.807], [-1.026, 1.900, 4.017], [0.967, 0.911, 5.165], [1.298, 2.214, 3.053], [2.229, -1.846, -1.243], [2.015, -1.167, -2.605], [1.090, -2.828, -0.954], [3.567, -2.591, -1.251], [4.389, 0.197, -0.196], [3.380, 1.504, 0.460], [3.332, 1.151, -1.278], [6.022, -2.908, 2.260], [6.564, -4.112, 4.356], [4.908, -4.255, 6.189], [2.688, -3.178, 5.965], [-0.769, -1.509, 4.535], [-1.219, -2.204, 2.973], [-2.095, -0.784, 3.577], [-1.628, 1.306, 4.707], [-1.586, 2.010, 3.084], [-0.907, 2.894, 4.453], [0.349, 0.209, 5.727], [1.043, 1.828, 5.756], [1.967, 0.490, 5.073], [0.932, 2.458, 2.049], [2.303, 1.787, 2.970], [1.386, 3.156, 3.600], [1.130, -0.517, -2.607], [1.863, -1.936, -3.365], [2.882, -0.574, -2.905], [0.111, -2.336, -0.952], [1.228, -3.341, 0.002], [1.068, -3.589, -1.737], [4.412, -1.925, -1.430], [3.537, -3.312, -2.073], [3.749, -3.134, -0.330], [-5.849, -1.489, -1.034], [-5.444, 0.317, -0.717], [-6.415, 1.278, -0.976], [-6.149, 2.620, -0.757], [-4.914, 3.022, -0.268], [-3.937, 2.077, -0.003], [-4.212, 0.738, -0.237], [-2.731, -0.683, 0.198], [-7.380, 0.963, -1.351], [-6.917, 3.353, -0.962], [-4.711, 4.069, -0.082], [-2.978, 2.378, 0.401], [0.143, 1.179, -3.979], [-0.937, 1.108, -2.889], [-2.141, 0.304, -3.389], [-1.305, 2.513, -2.466], [-1.998, 3.322, -3.328], [-2.238, 4.670, -3.037], [-1.732, 5.255, -1.866], [-1.028, 4.519, -0.953], [-0.453, 5.194, 0.271], [1.074, 5.068, 0.338], [-1.140, 4.732, 1.559], [-0.876, 3.085, -1.200], [-0.366, 2.376, -0.277], [0.417, 0.175, -4.311], [1.042, 1.692, -3.632], [-0.235, 1.722, -4.848], [-0.505, 0.588, -2.029], [-2.466, 0.663, -4.368], [-2.995, 0.367, -2.714], [-1.867, -0.746, -3.507], [-2.349, 2.920, -4.270], [-2.785, 5.280, -3.747], [-1.886, 6.313, -1.690], [-0.682, 6.254, 0.148], [1.392, 4.028, 0.404], [1.448, 5.595, 1.218], [1.543, 5.514, -0.540], [-0.970, 3.672, 1.736], [-2.219, 4.907, 1.519], [-0.744, 5.290, 2.411]],
  "forces_ev_per_a": [[-0.055, 0.152, 0.305], [-0.004, 0.029, -0.004], [-0.254, -0.187, -0.043], [0.043, -0.029, -0.074], [-0.126, -0.017, 0.123], [0.121, 0.028, -0.178], [-0.037, 0.034, -0.018], [0.001, -0.037, 0.074], [0.085, -0.028, -0.008], [-0.026, 0.007, -0.013], [-0.185, 0.019, 0.121], [0.175, 0.049, -0.160], [-0.068, -0.046, 0.029], [0.125, 0.163, -0.147], [0.002, -0.042, -0.051], [0.020, -0.001, 0.060], [-0.007, 0.032, -0.004], [-0.041, 0.048, 0.038], [0.022, 0.035, -0.027], [0.053, 0.008, -0.044], [-0.190, 0.044, 0.145], [-0.009, -0.032, 0.010], [-0.004, 0.070, -0.121], [0.034, 0.042, -0.005], [0.000, -0.020, -0.005], [-0.007, -0.028, 0.008], [-0.040, 0.002, 0.030], [-0.029, 0.011, 0.004], [0.004, 0.012, -0.027], [0.023, 0.006, -0.042], [-0.014, -0.022, 0.036], [-0.004, -0.003, -0.003], [0.029, 0.004, 0.006], [0.014, 0.024, -0.023], [0.024, 0.008, -0.014], [0.002, -0.044, -0.015], [0.018, 0.009, -0.035], [-0.014, -0.041, -0.022], [0.009, 0.005, -0.014], [-0.003, -0.024, 0.063], [-0.035, 0.007, -0.017], [0.017, -0.048, 0.006], [0.324, -0.310, 0.126], [0.025, 0.005, 0.029], [-0.041, -0.007, 0.020], [0.018, 0.010, -0.022], [-0.005, 0.034, -0.021], [0.020, 0.006, 0.042], [-0.030, -0.003, 0.018], [0.026, 0.038, 0.042], [-0.011, -0.039, 0.079], [0.018, -0.043, -0.006], [0.010, 0.092, -0.068], [-0.012, 0.031, -0.007], [-0.022, -0.010, -0.010], [0.000, 0.025, 0.001], [0.024, 0.002, 0.046], [0.172, 0.114, -0.052], [0.067, -0.334, -0.001], [0.011, 0.005, 0.012], [0.004, -0.012, 0.003], [-0.006, -0.014, -0.004], [-0.022, -0.007, -0.003], [-0.049, 0.037, -0.119], [-0.158, 0.211, -0.177], [-0.003, 0.036, -0.037], [-0.052, -0.014, -0.074], [-0.067, 0.033, -0.032], [0.024, -0.016, 0.029], [-0.039, -0.021, -0.098], [0.007, -0.025, 0.010], [-0.016, -0.116, -0.022], [-0.001, 0.001, 0.006], [-0.031, 0.007, 0.024], [0.054, 0.108, -0.217], [0.118, -0.038, 0.341], [-0.076, 0.176, -0.042], [-0.008, -0.025, 0.005], [-0.009, 0.003, 0.037], [0.012, -0.068, 0.162], [0.014, -0.017, 0.041], [0.031, -0.001, -0.002], [-0.007, 0.022, 0.001], [0.003, 0.020, 0.005], [0.016, -0.028, 0.034], [0.000, -0.037, -0.025], [0.004, 0.032, 0.009], [-0.016, -0.002, 0.015], [-0.017, -0.013, -0.035], [-0.022, -0.020, 0.017], [0.010, -0.001, 0.019], [0.058, 0.000, -0.004], [-0.024, -0.028, -0.038]],
  "spin_multiplicity": 5,
  "total_charge": 2,
  "orbital_gap_ev": [7.0, 6.0],
  "molar_mass_g_mol": 986.77
}